# 1
The following is a quantum chemistry calculation of a molecular structure, C25H50BCuN2O8PSSb, from the OMol25 dataset.

Calculated values
Spin multiplicity = 2
Gap between HOMO and LUMO (spin up / spin down) = 6.03 / 6.88 eV
E_HOMO (spin up / spin down) = -3.82 / -4.67 eV
⟨S²⟩ = 0.782
E_LUMO (spin up / spin down) = 2.21 / 2.21 eV
Charge = -1
Total energy = -118080.424 eV

Positions of all 90 atoms, in Å:
H (-2.1817, -6.7739, 1.0599)
O (1.3499, 0.1703, 2.6826)
C (-1.3164, -3.9315, 0.9283)
C (1.8644, 3.0928, 3.4805)
H (-1.4225, 1.0400, 3.8065)
Cu (0.8715, -1.0931, 0.8734)
H (-2.1021, 3.3919, -0.6256)
O (2.3142, 0.7543, -2.4224)
C (3.1909, -2.6687, -0.3040)
H (-1.9316, -0.1159, 1.2457)
H (0.3653, 1.6182, -6.0141)
H (-3.5774, 0.2926, 0.6447)
H (1.0058, 3.3175, -4.1569)
C (-0.4697, -4.5565, 2.0293)
H (-0.6275, 3.4348, 5.5727)
C (0.5786, -2.2371, -1.0423)
H (-2.2276, 2.6040, 3.7467)
C (1.2461, 2.7268, -3.2705)
H (3.0519, 2.2096, -5.3554)
H (1.9316, 2.2529, 4.1724)
H (-0.6275, 0.1992, -5.6550)
H (-2.0622, -5.7538, -1.8260)
H (-0.8347, -4.2369, 3.0050)
C (-0.6910, 4.8246, 2.3166)
H (-1.6714, 6.4618, 3.3916)
C (-2.5804, 2.6598, -1.2785)
C (-0.0374, 1.0007, -5.2083)
H (-2.0883, 4.8571, 3.9846)
C (-2.0412, -6.9063, -0.0131)
H (3.8969, 0.9076, -4.4971)
H (-1.0926, -2.8678, 0.8592)
H (0.1335, 5.4316, 1.9280)
H (2.6918, -1.0278, -4.6302)
H (-1.4497, 4.8284, 1.5254)
C (0.0305, -4.6534, -1.0384)
H (3.3805, -0.5299, -0.4523)
H (-2.3775, -4.0057, 1.1731)
H (1.2245, -1.3913, -5.5421)
O (0.2256, -0.7479, 4.6681)
H (-0.4083, -2.0336, -1.4299)
H (-0.5241, 5.5471, 4.3635)
H (1.3504, 4.5183, 5.0370)
C (-1.2719, 2.1095, 3.9563)
H (-2.3532, 2.9094, -2.3157)
H (2.6665, 2.9335, 2.7571)
O (0.5015, -0.3653, -3.3015)
H (-1.5621, 2.0361, 6.1046)
P (-1.8852, 1.0423, -0.8705)
H (0.3448, 2.4986, -2.7075)
C (1.0097, -3.5343, -0.8389)
H (-2.2580, 0.0386, -3.0124)
H (-3.6596, 2.6881, -1.1235)
C (-2.1592, -5.5816, -0.7556)
H (2.3151, -0.1102, -6.0998)
H (3.0540, 4.5230, 4.6025)
C (-2.6671, -0.1216, -2.0154)
H (-0.5052, -5.6467, 1.9760)
C (-2.5472, 0.6419, 0.7473)
O (1.2246, -2.1990, 2.9378)
H (-2.8040, -7.6030, -0.3674)
N (1.4978, -1.1779, -1.1658)
C (2.3461, -3.7896, -0.5242)
H (-2.5333, 1.5286, 1.3807)
O (-0.3936, 1.0467, -1.0244)
H (2.6941, -4.7995, -0.3728)
H (-1.0608, -7.3490, -0.1866)
H (-3.7521, -0.0055, -2.0297)
S (0.5142, -0.9384, 3.2595)
C (1.0811, 0.4005, -4.3814)
H (-2.4303, -1.1415, -1.7107)
C (-1.2727, 5.4580, 3.5772)
H (-0.6923, 1.6164, -4.5937)
C (1.8855, -0.5875, -5.2178)
O (-0.7440, -0.9496, 2.4218)
C (3.2675, 1.7860, -4.3717)
C (-0.8128, 2.3758, 5.3829)
C (1.9792, 1.4477, -3.6446)
O (0.3011, -5.5501, -1.8266)
B (1.3461, -0.2000, -2.2222)
N (-1.1592, -4.5888, -0.3827)
H (1.8711, 5.2784, 3.5395)
H (-3.1400, -5.1356, -0.5723)
H (0.1008, 1.8191, 5.5913)
H (4.1732, -2.7944, 0.1287)
C (2.7619, -1.4062, -0.5738)
H (1.8954, 3.3197, -2.6253)
Sb (0.0456, 2.7327, 2.3633)
H (3.8216, 2.5278, -3.7967)
C (2.0411, 4.4239, 4.1987)
H (0.5629, -4.2175, 1.9730)

Cartesian forces (eV/Å) of the 3 atoms listed first:
H 0.0 0.0 0.0
O 0.0 0.3 -0.1
C 0.0 0.0 0.0

# 2
The following is a quantum chemistry calculation of a molecular structure, C18H16BrF3N3O2W, from the OMol25 dataset.

Calculated values
Gap between HOMO and LUMO = 6.51 eV
E_HOMO = -11.20 eV
E_LUMO = -4.69 eV
Charge = +1
Total energy = -107505.573 eV

Positions of all 44 atoms, in Å:
N (-1.4747, 0.6790, -0.6250)
H (1.0291, 6.4061, 0.3472)
C (1.7750, -3.0712, -1.0044)
C (1.2421, -2.6667, 1.2284)
N (-0.9685, 1.9385, -0.4044)
C (0.5246, 4.3355, 0.2859)
H (-4.0636, 2.1319, -0.6107)
H (-2.9416, -3.2973, 1.5688)
C (2.3456, -4.7187, 0.6563)
C (-2.6114, -1.7843, 0.1045)
H (-0.3937, 4.4832, -0.2600)
H (-4.3040, -1.0039, -0.9021)
C (0.9111, 3.0424, 0.6538)
C (1.7796, -3.8756, 1.6095)
C (1.3243, 5.4078, 0.6292)
N (1.2028, -2.2520, -0.0758)
C (2.3493, -4.2804, -0.6704)
C (1.2113, 0.1165, -2.0306)
H (-3.1409, -3.8348, -0.0956)
C (2.8627, 3.9337, 1.7472)
H (-4.3985, -2.8391, 0.6501)
F (1.2645, 0.3168, -3.3449)
F (2.2612, 0.8117, -1.5149)
C (-2.7656, 0.4750, -0.9186)
C (2.5000, 5.2087, 1.3413)
H (1.7803, -4.1542, 2.6498)
H (2.3635, 1.8537, 1.7023)
W (-0.0300, -0.7018, -0.5527)
H (3.1283, 6.0506, 1.5864)
Br (3.1113, -5.3433, -2.0303)
C (-3.2755, -0.8098, -0.6407)
C (0.1543, 1.8661, 0.2578)
H (0.8427, -1.9548, 1.9596)
O (0.6262, 0.6519, 0.5933)
H (-3.0309, 2.2649, -2.0232)
H (-4.4318, 1.1604, -2.0430)
H (2.7728, -5.6716, 0.9192)
C (-3.3275, -3.0070, 0.5916)
O (-1.3612, -1.6594, 0.4516)
H (3.7490, 3.7844, 2.3424)
H (1.7263, -2.7354, -2.0384)
C (-3.6284, 1.5694, -1.4366)
C (2.0805, 2.8524, 1.3999)
F (-0.7711, -1.6777, -2.0555)

Cartesian forces (eV/Å) of the 3 atoms listed first:
N -1.0 1.4 0.0
H 0.0 0.1 -0.1
C -0.3 0.5 0.1

# 3
The following is a quantum chemistry calculation of 2 unconnected molecules or ions with the total composition C2H7ClNPS, from the OMol25 dataset.

Calculated values
Gap between HOMO and LUMO = 9.70 eV
E_HOMO = -9.89 eV
E_LUMO = -0.19 eV
Charge = 0
Total energy = -36323.720 eV

Positions of all 13 atoms, in Å:
H (1.4023, 1.8649, 0.3505)
H (-2.1020, -1.4767, 0.5861)
P (1.0591, -0.8414, -0.2201)
S (2.9485, -1.0897, 0.0598)
H (-0.1479, 2.5760, 0.0393)
H (-0.1057, 1.4677, 1.1228)
N (-0.1569, -1.6799, 0.1698)
C (0.2022, 0.6820, -0.8187)
Cl (-3.1774, -2.0156, 0.3308)
H (0.4998, 0.8882, -1.8105)
H (0.1106, -2.5244, 0.6883)
C (0.4086, 1.7248, 0.2632)
H (-0.9413, 0.4241, -0.7611)

Cartesian forces (eV/Å) of the 3 atoms listed first:
H 3.2 1.1 0.9
H 2.0 0.8 0.3
P 0.2 1.0 -0.3

# 4
The following is a quantum chemistry calculation of 2 unconnected molecules or ions with the total composition C3H5O3, from the OMol25 dataset.

Calculated values
Gap between HOMO and LUMO (spin up / spin down) = 6.26 / 6.17 eV
E_HOMO (spin up / spin down) = -14.49 / -14.42 eV
E_LUMO (spin up / spin down) = -8.23 / -8.24 eV
Charge = +1
Total energy = -9318.185 eV

Positions of all 11 atoms, in Å:
O (0.6860, 2.0558, 0.3493)
H (-1.8803, 0.9836, -0.2797)
O (1.7225, -0.3989, 0.5821)
O (-0.5761, -0.4258, 0.5121)
C (2.7987, 0.1884, 0.2045)
H (-1.8236, 0.9096, 1.4878)
C (0.5372, 0.1108, 0.4807)
H (3.7325, -0.2824, 0.5058)
C (-1.8000, 0.3050, 0.5745)
H (2.7569, 1.1479, -0.3214)
H (-2.5981, -0.4402, 0.5718)

Cartesian forces (eV/Å) of the 3 atoms listed first:
O -0.1 -6.9 0.5
H 0.2 -0.3 0.1
O 2.5 -2.9 0.3